# C43H66FInNO24

A molecular structure, C43H66FInNO24 (ωB97M-V/def2-TZVPD, the OMol25 dataset).

Each line ends with the Löwdin charge.
CARTESIAN COORDINATES (ANGSTROEM)
C1 4.2281 -1.2944 -3.8592  -0.1575
C2 2.8250 -1.2622 -3.1348  -0.2869
C3 2.8997 -0.8138 -1.6192  -0.3685
F1 2.8335 0.6326 -1.6136  -0.1805
In1 4.6043 -1.7075 -0.4364  0.6803
C4 3.6717 -2.8477 1.2756  -0.3821
N1 3.3420 -4.2690 0.8577  -0.1027
C5 6.0371 -0.2099 0.4577  -0.2639
C6 6.2816 1.0059 -0.4609  -0.3022
C7 7.4678 1.0137 -1.3204  -0.0633
C8 7.6506 2.1551 -2.2075  -0.1209
C9 6.7284 3.2886 -2.2839  -0.1171
C10 5.5551 3.3023 -1.3978  -0.0690
C11 5.3872 2.1544 -0.5192  -0.0614
H1 4.7673 -2.2354 -3.5944  0.0202
H2 4.0163 -1.3676 -4.9669  0.0617
H3 4.8164 -0.3803 -3.6023  0.0744
H4 2.3623 -2.2861 -3.1761  0.0976
H5 2.1321 -0.5465 -3.6747  0.0805
H6 1.9382 -1.1757 -1.1421  0.0643
H7 5.4834 -2.8501 -1.4910  -0.0771
H8 4.4247 -2.8645 2.1167  0.0127
H9 2.7544 -2.2926 1.6233  0.0215
H10 3.9570 -4.8511 1.4260  0.0101
H11 2.3992 -4.4452 1.2182  0.0231
H12 5.7751 0.0870 1.5140  0.0372
H13 7.0314 -0.7402 0.5477  0.0324
H14 8.2137 0.1846 -1.3075  0.0994
H15 8.5286 2.1736 -2.8900  0.0763
H16 6.8845 4.1296 -2.9914  0.0725
H17 4.7918 4.1038 -1.3786  0.0705
H18 4.4903 2.1162 0.1408  0.0901
C12 -1.5289 2.5392 -2.9948  -0.0164
C13 -1.6630 1.1863 -3.6524  -0.3348
C14 -0.9146 1.0570 -4.9461  -0.0951
O1 -1.6540 0.0347 -5.6170  0.0695
C15 -2.9300 0.1077 -5.1537  -0.5459
O2 -3.8529 -0.4763 -5.6311  0.1509
O3 -3.0115 0.9387 -4.0734  0.0640
H19 -2.1788 2.6027 -2.1196  0.0837
H20 -0.4997 2.7189 -2.6801  0.0961
H21 -1.8353 3.3395 -3.6726  0.0887
H22 -1.3833 0.3984 -2.9458  0.1660
H23 0.1226 0.7572 -4.7995  0.1349
H24 -0.9435 1.9606 -5.5621  0.1410
C16 0.6026 4.0546 3.1863  -0.0208
C17 1.5611 3.7655 2.0554  -0.3335
C18 2.9590 3.4518 2.5012  -0.0948
O4 3.7270 3.8267 1.3574  0.0300
C19 3.0243 4.8075 0.7258  -0.5500
O5 3.4521 5.4811 -0.1614  0.1406
O6 1.7716 4.9214 1.2423  0.0841
H25 -0.3631 4.3786 2.7926  0.0846
H26 0.4492 3.1677 3.8037  0.0887
H27 0.9727 4.8651 3.8181  0.0861
H28 1.1569 2.9745 1.4146  0.1623
H29 3.0998 2.3962 2.7345  0.1451
H30 3.2905 4.0550 3.3507  0.1306
C20 4.0484 -5.2944 7.2303  -0.0273
C21 4.0162 -4.8280 5.7936  -0.3435
C22 3.1679 -5.6780 4.8903  -0.1004
O7 3.7644 -5.4449 3.6158  0.0351
C23 5.0750 -5.1473 3.8477  -0.5497
O8 5.9079 -5.0775 3.0043  0.1745
O9 5.3006 -4.9457 5.1786  0.0854
H31 4.7618 -4.7018 7.8061  0.0854
H32 3.0639 -5.2030 7.6923  0.0893
H33 4.3752 -6.3345 7.3001  0.0875
H34 3.7193 -3.7751 5.7484  0.1630
H35 2.1207 -5.3760 4.8903  0.1432
H36 3.2331 -6.7481 5.1109  0.1386
C24 6.9398 9.0048 1.3856  -0.0233
C25 6.3144 8.1242 2.4415  -0.3427
C26 6.5280 6.6530 2.2200  -0.0906
O10 5.4095 6.0883 2.9042  0.0634
C27 4.4185 7.0176 2.8656  -0.5411
O11 3.2859 6.8097 3.1789  0.1605
O12 4.8869 8.2148 2.4188  0.0919
H37 6.6587 10.0477 1.5452  0.0846
H38 8.0282 8.9282 1.4085  0.0894
H39 6.5884 8.7335 0.3879  0.0935
H40 6.6531 8.4341 3.4363  0.1573
H41 7.4657 6.2947 2.6435  0.1420
H42 6.4733 6.3573 1.1684  0.1480
C28 -6.2977 -0.8948 -3.0599  -0.0081
C29 -5.8286 0.0324 -1.9673  -0.3273
C30 -5.4628 -0.6638 -0.6889  -0.0819
O13 -5.6656 0.3731 0.2783  0.0200
C31 -6.6255 1.1966 -0.2308  -0.5489
O14 -7.1700 2.0578 0.3896  0.1481
O15 -6.8812 0.9044 -1.5328  0.0895
H43 -6.6475 -0.3202 -3.9199  0.0887
H44 -5.4928 -1.5549 -3.3856  0.0954
H45 -7.1405 -1.5053 -2.7271  0.0778
H46 -5.0086 0.6573 -2.3352  0.1479
H47 -4.4300 -1.0110 -0.6789  0.1467
H48 -6.1238 -1.4995 -0.4422  0.1442
C32 -6.3564 -0.2484 3.1017  -0.0191
C33 -5.8521 -0.9032 4.3665  -0.3395
C34 -4.9256 -0.0415 5.1761  -0.1053
O16 -4.1604 -1.0161 5.8873  0.0577
C35 -4.1385 -2.1372 5.1114  -0.5492
O17 -3.4413 -3.0801 5.3116  0.1607
O18 -5.0186 -2.0306 4.0774  0.0888
H49 -6.9349 -0.9606 2.5101  0.0931
H50 -6.9894 0.6103 3.3323  0.0983
H51 -5.5327 0.0835 2.4732  0.0772
H52 -6.6969 -1.2585 4.9669  0.1577
H53 -5.4559 0.6154 5.8649  0.1386
H54 -4.2420 0.5551 4.5654  0.1425
C36 -11.0841 2.1635 -4.0869  -0.0220
C37 -10.2216 0.9944 -4.5001  -0.3440
C38 -10.8139 0.1477 -5.5917  -0.1067
O19 -10.1871 -1.1139 -5.3607  0.0642
C39 -9.9033 -1.1694 -4.0285  -0.5514
O20 -9.5445 -2.1473 -3.4556  0.1592
O21 -10.0873 0.0449 -3.4401  0.0854
H55 -10.6484 2.6701 -3.2238  0.0900
H56 -11.1829 2.8827 -4.9018  0.0897
H57 -12.0807 1.8318 -3.7868  0.0891
H58 -9.2182 1.3448 -4.7639  0.1611
H59 -10.5807 0.5217 -6.5882  0.1401
H60 -11.8964 0.0164 -5.5016  0.1392
C40 -0.3687 -8.1310 -1.7566  -0.0271
C41 -0.1292 -6.6497 -1.5822  -0.3411
C42 0.3937 -6.2671 -0.2280  -0.1092
O22 -0.0445 -4.9126 -0.1127  0.0627
C43 -1.1714 -4.8015 -0.8670  -0.5467
O23 -1.9027 -3.8616 -0.8545  0.1522
O24 -1.3546 -5.9127 -1.6371  0.0809
H61 -0.8461 -8.3282 -2.7185  0.0846
H62 0.5700 -8.6856 -1.7116  0.0899
H63 -1.0423 -8.5150 -0.9869  0.0872
H64 0.5201 -6.2793 -2.3819  0.1643
H65 1.4802 -6.3322 -0.1635  0.1338
H66 -0.0509 -6.8426 0.5901  0.1395

## Properties
* net charge: -1
* HOMO: -3.88 eV
* gap between HOMO and LUMO: 5.6976 eV

# C43H67P2PtS3Si

A molecular structure, C43H67P2PtS3Si (ωB97M-V/def2-TZVPD, the OMol25 dataset).

Each line ends with the Löwdin charge.
CARTESIAN COORDINATES (ANGSTROEM)
Pt1 0.1203 1.2188 1.0612  0.4999
C1 2.7730 3.6140 1.1803  -0.4606
C2 1.7556 4.6139 1.6894  -0.4305
S1 0.0372 4.0459 1.3796  0.9173
C3 -0.7672 4.2384 3.0086  -0.4519
C4 -0.1809 3.4610 4.1706  -0.4353
S2 0.0112 1.6552 3.8785  0.9034
C5 1.7418 1.4083 4.4206  -0.4587
C6 2.7899 2.1126 3.5830  -0.4272
S3 2.5434 1.8980 1.7733  0.7981
H1 2.7341 3.5352 0.0924  0.0821
H2 3.7820 3.9081 1.4771  0.1083
H3 1.8658 4.8193 2.7521  0.0810
H4 1.8781 5.5538 1.1479  0.1054
H5 -0.7470 5.3038 3.2421  0.1107
H6 -1.7968 3.9415 2.8208  0.0715
H7 0.7899 3.8485 4.4717  0.0803
H8 -0.8629 3.5509 5.0186  0.1044
H9 1.8072 1.7260 5.4616  0.1105
H10 1.8767 0.3299 4.3825  0.0599
H11 2.8487 3.1781 3.7951  0.0802
H12 3.7685 1.6793 3.7955  0.1034
C7 -3.6466 2.3120 1.0495  -0.1497
Si1 -2.2886 0.9692 0.8920  0.6077
C8 -2.4285 0.1796 -0.8783  -0.3343
C9 -3.5669 -0.5746 -1.1187  -0.0865
C10 -3.8218 -1.1008 -2.3767  -0.0233
C11 -2.9224 -0.8787 -3.4056  -0.0296
C12 -1.7741 -0.1405 -3.1766  -0.0980
C13 -1.5044 0.3883 -1.9110  -0.3781
P1 -0.0285 1.4054 -1.5812  1.1501
C14 -0.3702 3.0667 -2.4251  -0.3822
C15 -1.5024 3.8540 -1.7656  -0.2208
C16 -2.8901 3.5429 -2.3118  -0.1927
C17 -2.9342 3.7333 -3.8199  -0.1735
C18 -1.9192 2.8240 -4.4904  -0.1782
C19 -0.5066 3.0170 -3.9511  -0.1572
C20 1.5379 0.8474 -2.4683  -0.3842
C21 1.4538 -0.1501 -3.6262  -0.1866
C22 2.8102 -0.8451 -3.8545  -0.1669
C23 3.9824 0.0364 -3.4598  -0.1785
C24 3.9435 0.3620 -1.9648  -0.1682
C25 2.5151 0.3026 -1.4199  -0.2529
C26 -2.5552 -0.4354 2.1768  -0.3089
C27 -3.7413 -0.4299 2.8993  -0.0773
C28 -3.9862 -1.3816 3.8752  -0.0230
C29 -3.0149 -2.3280 4.1556  -0.0227
C30 -1.8214 -2.3326 3.4550  -0.0761
C31 -1.5726 -1.3963 2.4504  -0.3943
P2 -0.0276 -1.4697 1.4607  1.1799
C32 1.2221 -2.2045 2.6750  -0.3773
C33 1.3204 -3.7241 2.8554  -0.1713
C34 2.2206 -4.4367 1.8536  -0.1760
C35 3.6068 -3.8104 1.8229  -0.1720
C36 3.4943 -2.3297 1.4872  -0.1839
C37 2.6263 -1.6023 2.5099  -0.2208
C38 -0.6220 -2.6147 0.0766  -0.3652
C39 0.4377 -2.8199 -1.0096  -0.2030
C40 0.2642 -4.1523 -1.7541  -0.1701
C41 -1.2068 -4.4445 -1.9931  -0.1742
C42 -1.9662 -4.5705 -0.6696  -0.1547
C43 -1.2069 -3.9593 0.5160  -0.1732
H13 -4.5831 1.9386 0.6425  0.0598
H14 -3.4010 3.2187 0.5063  0.0170
H15 -3.8200 2.5850 2.0867  0.0340
H16 -4.2786 -0.7391 -0.3213  0.1153
H17 -4.7246 -1.6638 -2.5509  0.1263
H18 -3.1191 -1.2710 -4.3908  0.1293
H19 -1.0872 0.0153 -3.9891  0.0980
H20 0.5704 3.5883 -2.1911  0.1102
H21 -1.3056 4.9154 -1.9393  0.1356
H22 -1.4794 3.6906 -0.6860  0.0106
H23 -3.6174 4.1992 -1.8330  0.1229
H24 -3.1640 2.5111 -2.0726  0.0991
H25 -2.7134 4.7756 -4.0637  0.1277
H26 -3.9329 3.5213 -4.1998  0.1255
H27 -1.9036 2.9987 -5.5673  0.1316
H28 -2.2482 1.7931 -4.3411  0.0844
H29 -0.1404 3.9782 -4.3251  0.1410
H30 0.1509 2.2545 -4.3724  0.0958
H31 1.9593 1.7913 -2.8388  0.1245
H32 1.1662 0.3637 -4.5442  0.1130
H33 0.7127 -0.9236 -3.4254  0.0838
H34 2.8886 -1.1283 -4.9022  0.1272
H35 2.8521 -1.7655 -3.2673  0.1159
H36 3.9643 0.9559 -4.0495  0.1220
H37 4.9185 -0.4631 -3.7105  0.1250
H38 4.3760 1.3487 -1.7959  0.1154
H39 4.5603 -0.3538 -1.4181  0.1169
H40 2.4453 0.8756 -0.4897  -0.0007
H41 2.2404 -0.7235 -1.1829  0.0835
H42 -4.4936 0.3155 2.6994  0.1024
H43 -4.9197 -1.3723 4.4179  0.1269
H44 -3.1849 -3.0681 4.9226  0.1275
H45 -1.0862 -3.0799 3.7039  0.0970
H46 0.8059 -1.7905 3.6049  0.1030
H47 0.3347 -4.1887 2.8496  0.0932
H48 1.7480 -3.8821 3.8500  0.1437
H49 1.7813 -4.3988 0.8548  0.0879
H50 2.2897 -5.4873 2.1340  0.1326
H51 4.2323 -4.3178 1.0878  0.1265
H52 4.0885 -3.9262 2.7964  0.1282
H53 3.0616 -2.2116 0.4907  0.0873
H54 4.4837 -1.8714 1.4706  0.1253
H55 2.5471 -0.5474 2.2217  0.0214
H56 3.1301 -1.6592 3.4770  0.1332
H57 -1.4544 -2.0365 -0.3452  0.0914
H58 1.4406 -2.8016 -0.5796  0.0751
H59 0.3596 -1.9984 -1.7236  0.0833
H60 0.6993 -4.9666 -1.1720  0.1169
H61 0.8041 -4.1137 -2.7008  0.1218
H62 -1.3009 -5.3656 -2.5715  0.1244
H63 -1.6422 -3.6521 -2.6083  0.1039
H64 -2.1316 -5.6262 -0.4400  0.1276
H65 -2.9515 -4.1102 -0.7628  0.1133
H66 -0.4138 -4.6377 0.8208  0.1029
H67 -1.8983 -3.8397 1.3500  0.1085

## Properties
* net charge: +3
* HOMO: -16.54 eV
* gap between HOMO and LUMO: 5.7910 eV

# C43H68BMoN8S3Si3

A molecular structure, C43H68BMoN8S3Si3 (ωB97M-V/def2-TZVPD, the OMol25 dataset).

Each line ends with the Löwdin charge.
CARTESIAN COORDINATES (ANGSTROEM)
Mo1 0.9350 -0.8317 0.0075  0.7378
C1 7.0862 -1.9331 3.3797  -0.0552
C2 5.7824 -2.1832 2.6279  -0.5355
C3 4.9474 -3.1873 3.4303  -0.0348
C4 6.1201 -2.7053 1.2288  -0.0343
N1 5.0361 -0.8709 2.5114  0.0223
C5 5.4793 0.3160 3.0872  -0.0213
C6 4.5806 1.2663 2.8041  -0.0467
N2 3.5694 0.6900 2.0468  0.0753
B1 2.3053 1.3872 1.4927  -0.6843
N3 1.3074 1.6436 2.6536  0.0609
C7 1.5255 2.6125 3.6202  -0.0278
C8 0.5230 2.5426 4.5065  -0.0247
N4 -0.3301 1.5232 4.0925  0.0195
C9 0.1643 0.9920 2.9392  -0.6011
S1 -0.5876 -0.2128 1.9687  0.6945
C10 -1.5528 1.0945 4.8634  -0.5383
C11 -1.6389 1.9211 6.1421  -0.0539
C12 -2.8051 1.3534 4.0253  -0.0423
C13 -1.4270 -0.3796 5.2598  -0.0334
N5 2.5925 2.6854 0.7293  0.0396
C14 3.7233 3.4946 0.7081  -0.0551
C15 3.4426 4.5680 -0.0384  -0.0334
N6 2.1458 4.4250 -0.5294  0.0196
C16 1.6241 3.2488 -0.0566  -0.6150
S2 0.1267 2.5096 -0.3916  0.7888
C17 1.4399 5.5051 -1.3040  -0.5378
C18 2.4404 6.6167 -1.6021  -0.0547
C19 0.3088 6.0600 -0.4364  -0.0295
C20 0.9078 4.9736 -2.6395  -0.0390
C21 3.8436 -0.6290 1.9032  -0.5790
S3 2.8470 -1.8316 1.1621  0.7160
H1 7.6144 -2.8824 3.4612  0.0967
H2 6.9088 -1.5653 4.3937  0.0908
H3 7.7359 -1.2330 2.8468  0.0942
H4 5.5515 -4.0774 3.6199  0.0952
H5 4.0505 -3.4926 2.8982  0.0441
H6 4.6553 -2.7572 4.3927  0.0965
H7 6.7206 -3.6129 1.3263  0.0966
H8 6.7018 -1.9630 0.6749  0.0960
H9 5.2286 -2.9472 0.6559  0.0414
H10 6.4042 0.3946 3.6295  0.1188
H11 4.5712 2.2990 3.1094  0.1178
H12 1.8151 0.6652 0.7134  -0.0441
H13 2.3724 3.2831 3.5907  0.1261
H14 0.3439 3.1420 5.3818  0.1179
H15 -1.8165 2.9801 5.9374  0.0931
H16 -0.7398 1.8150 6.7519  0.0906
H17 -2.4793 1.5485 6.7248  0.0967
H18 -2.8326 2.3961 3.6967  0.0920
H19 -3.6902 1.1594 4.6347  0.0973
H20 -2.8403 0.7072 3.1510  0.0374
H21 -0.5801 -0.5164 5.9369  0.0956
H22 -1.2925 -1.0251 4.3963  0.0358
H23 -2.3373 -0.6865 5.7788  0.0962
H24 4.6521 3.2327 1.1814  0.1127
H25 4.0737 5.4024 -0.2870  0.1162
H26 2.8193 7.0814 -0.6888  0.0890
H27 1.9247 7.3871 -2.1738  0.0947
H28 3.2810 6.2568 -2.2028  0.0966
H29 0.7074 6.4354 0.5094  0.0942
H30 -0.4337 5.2900 -0.2274  0.0542
H31 -0.1824 6.8862 -0.9573  0.0957
H32 1.6885 4.4205 -3.1693  0.0994
H33 0.6017 5.8224 -3.2576  0.0954
H34 0.0555 4.3203 -2.4937  0.0244
C22 4.1200 0.6504 -1.2961  -0.2108
Si1 2.6876 -0.4826 -1.8191  0.4378
C23 3.5541 -2.1406 -2.2012  -0.2442
C24 2.3015 0.2319 -3.5343  -0.2180
C25 -0.1262 -2.2301 -0.8332  -0.5236
Si2 -0.6148 -3.7904 0.1282  0.3596
C26 -0.0009 -5.2992 -0.7966  -0.1847
C27 -2.4881 -3.8660 0.2621  -0.1826
C28 -0.0538 -3.9237 1.9139  -0.1988
Si3 -0.7896 -2.2456 -2.5369  0.4380
C29 0.4030 -3.0704 -3.7074  -0.1544
C30 -2.5051 -2.9084 -2.8833  -0.1729
C31 -0.9638 -0.4190 -3.2299  -0.1595
C32 -0.5786 -0.1298 -4.5361  -0.0747
C33 -0.5981 1.1612 -5.0281  -0.0201
C34 -0.9080 2.2042 -4.1699  -0.0237
C35 -1.2958 1.9078 -2.8902  -0.1178
N7 -1.3974 0.6313 -2.4730  -0.0181
H35 4.8217 0.7339 -2.1358  0.0386
H36 4.6780 0.2662 -0.4359  0.0177
H37 3.7784 1.6629 -1.0556  0.0087
H38 4.6259 -2.0616 -1.9879  0.0227
H39 3.4456 -2.4078 -3.2606  0.0201
H40 3.1509 -2.9641 -1.6076  -0.0057
H41 3.2539 0.4912 -4.0118  0.0400
H42 1.6848 1.1397 -3.4951  0.0144
H43 1.7991 -0.4996 -4.1773  -0.0042
H44 -0.4896 -5.4036 -1.7748  0.0237
H45 -0.2198 -6.2045 -0.2177  0.0384
H46 1.0823 -5.2549 -0.9618  0.0362
H47 -2.9749 -4.1871 -0.6639  0.0112
H48 -2.9028 -2.8894 0.5486  0.0359
H49 -2.7604 -4.5832 1.0462  0.0411
H50 0.8735 -3.4095 2.1435  -0.0402
H51 0.0795 -4.9833 2.1692  0.0399
H52 -0.8295 -3.5157 2.5695  0.0229
H53 0.7431 -4.0211 -3.2811  0.0385
H54 1.2909 -2.4484 -3.8682  0.0050
H55 -0.0644 -3.2853 -4.6763  0.0492
H56 -2.5067 -4.0046 -2.8381  0.0398
H57 -2.8088 -2.6191 -3.8948  0.0431
H58 -3.2656 -2.5517 -2.1820  0.0305
H59 -0.2580 -0.9454 -5.1725  0.1112
H60 -0.3396 1.3599 -6.0631  0.1293
H61 -0.8559 3.2359 -4.4871  0.1187
H62 -1.5380 2.6702 -2.1619  0.0748
C36 -2.0442 0.3822 -1.1376  -0.1497
C37 -3.2652 1.2331 -0.8668  -0.1999
C38 -4.2703 1.3650 -1.8254  -0.0170
C39 -5.3387 2.2151 -1.6088  -0.0097
C40 -5.4182 2.9315 -0.4133  -0.2188
C41 -4.4538 2.7516 0.5714  -0.0041
C42 -3.3824 1.9003 0.3433  -0.0242
C43 -6.4820 3.8912 -0.2143  -0.1711
N8 -7.3157 4.6708 -0.0689  0.1676
H63 -2.3236 -0.6664 -1.1088  0.0982
H64 -1.3205 0.5415 -0.3648  -0.0445
H65 -4.2181 0.7979 -2.7515  0.1262
H66 -6.1136 2.3314 -2.3563  0.1258
H67 -4.5354 3.2929 1.5059  0.1223
H68 -2.6185 1.7679 1.1038  0.0736

## Properties
* net charge: +1
* HOMO (spin up / spin down): -9.37 / -9.79 eV
* multiplicity: 3
* relative energy (zero: lowest compared OMol25 entry of this formula, charge and spin): 16.3 kcal per mole
* gap between HOMO and LUMO (spin up / spin down): 6.6762 / 7.1000 eV